16
Properties=species:S:1:pos:R:3:lowdin_charge:R:1 method="wB97M-V/def2-TZVPD" smiles="NC=O.CNC" fmax_ev_per_a=5.758 e_above_lowest_kcal_mol=55.39 homo_lumo_gap_ev=9.25
C -0.341 -1.730 -0.249 -0.15
N 0.374 -2.079 0.914 -0.22
C 0.978 -1.005 1.589 -0.20
H 0.376 -1.662 -1.091 0.09
H -0.643 -0.686 0.056 0.05
H -1.271 -2.339 -0.348 0.10
H -0.284 -2.412 1.616 0.10
H 0.332 -0.699 2.396 0.06
H 1.964 -1.151 2.163 0.10
H 1.076 -0.008 1.117 0.07
C -0.259 2.137 -2.027 -0.31
N -0.808 2.526 -0.744 0.06
O 0.117 0.946 -2.121 -0.05
H -0.077 2.877 -2.796 0.11
H -0.754 3.515 -0.518 0.07
H -0.780 1.770 0.043 0.12